(1)
{"formula": "C26H21Cl2HoN5O7S", "method": "wB97M-V/def2-TZVPD", "species": ["Ho", "Cl", "Cl", "S", "O", "O", "O", "O", "O", "O", "O", "N", "N", "N", "N", "N", "C", "C", "C", "C", "C", "C", "C", "C", "C", "C", "C", "C", "C", "C", "C", "C", "C", "C", "C", "C", "C", "C", "C", "C", "C", "C", "H", "H", "H", "H", "H", "H", "H", "H", "H", "H", "H", "H", "H", "H", "H", "H", "H", "H", "H", "H", "H"], "coordinates": [[-0.4012, -0.4650, -1.1511], [-1.2925, -3.9567, 5.1842], [1.7600, -2.9574, 5.3373], [-0.2696, -1.0659, -3.6505], [-1.8341, 1.1191, 0.2126], [-3.2199, -3.3949, 0.8016], [-1.0561, -2.0497, -2.8407], [1.0389, -1.0253, -2.9051], [3.4076, -1.4898, 1.0037], [-0.9061, 0.2548, -3.2699], [-0.1755, -1.3050, -5.0568], [-1.4303, -1.9424, 0.4243], [-3.0995, -0.7165, -1.4194], [0.9622, 1.7203, 0.3816], [1.1533, -1.1260, 0.5571], [1.2668, 1.5316, -1.8559], [-2.6264, -2.5007, 0.1886], [-4.8928, -2.2840, -2.8147], [1.3694, -2.0988, 2.8133], [-0.1159, 1.7232, 2.4739], [1.9947, 1.5678, -0.6093], [-3.7238, -0.2402, -2.5042], [3.2418, 2.4522, -0.4566], [3.6264, 1.4203, 1.7992], [-1.7534, 2.4931, 0.5920], [1.8644, 1.8849, -2.9135], [-3.3601, -1.9621, -1.0274], [2.8963, 0.3176, -0.3696], [1.1416, 1.7610, 1.6362], [2.4396, 1.6734, 2.3557], [-0.5224, -3.1452, 3.8412], [-0.7083, -2.2817, 1.5888], [-4.2540, -2.7845, -1.7016], [3.9010, 1.2771, 0.3300], [-1.2538, 2.6436, 2.0245], [-1.2646, -2.9341, 2.6883], [2.4775, -0.8931, 0.4578], [0.7869, -2.7227, 3.9047], [-4.6374, -0.9798, -3.2232], [3.2265, 2.4584, -2.9276], [0.6493, -1.8751, 1.6410], [3.8541, 2.7418, -1.7882], [-5.5791, -2.9047, -3.3782], [4.4664, 1.2970, 2.4740], [3.6717, 2.6778, -3.8892], [-0.4590, 0.6824, 2.4543], [-4.4055, -3.7881, -1.3335], [-3.4374, 0.7552, -2.8190], [-2.7467, 2.9417, 0.5045], [3.3046, -0.0002, -1.3303], [4.8277, 3.2221, -1.8137], [-0.9564, 3.6908, 2.1499], [-2.6824, 0.8430, -0.1676], [-5.1105, -0.5522, -4.0962], [-1.0926, 3.0026, -0.1060], [1.3269, 1.7539, -3.8495], [4.9548, 1.0865, 0.1397], [-2.2862, -3.2681, 2.6514], [-2.0872, 2.4773, 2.7126], [3.1267, 3.3718, 0.1230], [2.3775, 1.7379, 3.4354], [0.1230, 1.9320, 3.5186], [2.4034, -1.8025, 2.8677]], "charge": -1, "relative_energy_kcal_mol": 59.9, "multiplicity": 5, "total_energy_ev": -110770.714, "s2": 6.00}

=====

(2)
{"formula": "C5H13N2", "method": "wB97M-V/def2-TZVPD", "species": ["N", "N", "C", "C", "C", "C", "C", "H", "H", "H", "H", "H", "H", "H", "H", "H", "H", "H", "H", "H"], "coordinates": [[2.0608, -1.0659, -1.3352], [-1.5196, 1.4316, 2.4406], [-0.8162, -0.3274, 0.9434], [-0.7248, 0.9500, 1.2450], [0.2066, 0.2365, -2.2599], [0.8782, -0.3525, -0.9712], [-0.0773, -1.1391, -0.0696], [-0.2631, 1.7922, 0.7445], [-2.4087, 0.9238, 2.4662], [-1.4728, -0.9205, 1.5809], [0.4743, -1.9237, 0.4532], [-0.7357, -1.7295, -0.7172], [2.1191, -2.0831, -1.1902], [-0.7341, 0.6745, -1.9141], [1.3358, 0.5113, -0.4259], [-0.0610, -0.6013, -2.9043], [-1.7375, 2.4280, 2.3617], [2.5028, -0.8565, -2.2352], [0.8734, 0.9396, -2.7467], [-1.0088, 1.2762, 3.3186]], "charge": 2, "relative_energy_kcal_mol": 40.2, "multiplicity": 2, "total_energy_ev": -8356.678, "s2": 0.75}

=====

(3)
{"formula": "C4H7N2", "method": "wB97M-V/def2-TZVPD", "species": ["N", "N", "C", "C", "C", "C", "H", "H", "H", "H", "H", "H", "H"], "coordinates": [[0.3400, 0.8760, 0.3211], [0.7695, 0.0930, -0.5963], [-0.0448, 1.2432, -0.9824], [-0.0033, -1.4203, -0.8595], [-0.0920, 0.8157, 1.6612], [0.3489, -2.6139, -0.8820], [-1.0702, 1.0716, -1.3069], [0.5525, 1.4418, 2.2898], [0.4594, 2.0764, -1.4577], [-0.9753, -1.0133, -1.0991], [0.8500, -3.5494, -0.8597], [-0.0215, -0.2136, 2.0230], [-1.1131, 1.1928, 1.7486]], "charge": 1, "relative_energy_kcal_mol": 186.6, "multiplicity": 1, "total_energy_ev": -7227.646}

=====

(4)
{"formula": "C5H7NO", "method": "wB97M-V/def2-TZVPD", "species": ["O", "N", "C", "C", "C", "C", "C", "H", "H", "H", "H", "H", "H", "H"], "coordinates": [[1.4233, 0.6193, -0.7669], [1.9566, -1.9402, 0.3845], [-1.1918, -0.3601, -0.4617], [-0.8097, 1.0951, -0.1823], [0.6476, 1.3153, -0.1484], [0.8397, -1.4446, 0.4740], [-0.4355, -1.1378, 0.5963], [-0.6973, 1.8174, -1.0567], [-2.2735, -0.5418, -0.3793], [-0.8782, -1.2755, 1.5774], [0.9472, 2.2534, 0.3497], [-1.3988, 1.5581, 0.6204], [2.7568, -1.3161, 0.4659], [-0.8865, -0.6426, -1.4728]], "charge": 0, "smiles": "N=C=CCCC=O", "relative_energy_kcal_mol": 60.5, "multiplicity": 1, "total_energy_ev": -8833.578}